# 1
DFT (ωB97M-V with the def2-TZVPD basis set) results for a molecular structure, CNO4S2V in a non-equilibrium geometry.

ORCA input file:
```
! RIJCOSX wB97M-V def2-TZVPD def2/J DEFGRID3
* xyz -1 4
O -2.4632 -0.8070 -0.4198
C -3.0062 -0.0081 0.2723
O -3.8602 0.5014 0.8661
V -0.7482 -0.7234 -1.3917
N 1.2887 -0.7312 -2.1251
S 1.1442 -2.0801 -0.9387
S 1.4993 0.7283 -1.3645
O -0.1378 0.9906 -0.7753
O 1.6551 1.7148 -2.5052
*
```

HOMO level (alpha / beta) = -3.3 / -3.6 eV
Max |F| = 3.66 eV/Å
Orbital gap (alpha / beta) = 5.45 / 5.70 eV

=====

# 2
DFT (ωB97M-V with the def2-TZVPD basis set) results for a molecular structure, C20H10Cl5N7S2Ti in a non-equilibrium geometry.

ORCA input file:
```
! RIJCOSX wB97M-V def2-TZVPD def2/J DEFGRID3
* xyz -1 2
Ti 0.2926 0.3919 0.6174
S -2.0689 0.0230 1.0966
C -2.5627 -1.2279 -0.0401
C -3.9155 -1.4069 -0.3308
C -4.3500 -2.3793 -1.2217
C -5.7638 -2.5111 -1.4987
N -6.8931 -2.5955 -1.7052
C -3.4025 -3.2055 -1.8395
C -2.0594 -3.0342 -1.5540
C -1.6087 -2.0519 -0.6644
S 0.0955 -1.8834 -0.3451
C -3.8115 -4.2294 -2.7777
N -4.1377 -5.0444 -3.5213
H -4.6446 -0.7661 0.1469
H -1.3308 -3.6705 -2.0392
N 0.2950 1.8227 2.4306
C 0.0010 3.2325 2.1047
C -1.0658 3.2530 1.0350
N -0.6000 2.4210 -0.0890
H -0.4832 1.3997 2.9285
H 1.1007 1.7424 3.0366
H 0.9187 3.6774 1.7182
H -0.3138 3.8086 2.9723
H -1.2941 4.2736 0.7354
H -1.9758 2.7999 1.4213
H 0.0321 2.9432 -0.6831
H -1.3764 2.1204 -0.6626
N 1.2013 -0.6592 2.0973
C 2.1164 -1.0665 2.6862
C 3.1779 -1.4632 3.4787
C 3.7222 -2.7831 3.4265
N 4.1720 -3.8453 3.4036
C 3.7201 -0.4672 4.3521
N 4.1161 0.3764 5.0361
Cl 3.1560 1.4912 0.8167
C 2.7493 1.1033 -0.8473
C 1.4225 0.7933 -1.0990
C 1.1129 0.6306 -2.4471
Cl -0.5494 0.3539 -2.9042
C 2.0669 0.6664 -3.4573
Cl 1.6163 0.3929 -5.0984
C 3.4010 0.9173 -3.1369
Cl 4.6055 0.9398 -4.3692
C 3.7461 1.1636 -1.8184
Cl 5.3698 1.5525 -1.3901
*
```

HOMO level (alpha / beta) = -5.4 / -5.4 eV
Relative energy (zero: lowest compared OMol25 entry of this formula, charge and spin) = 0.0 kJ/mol
Max |F| = 1.60 eV/Å
Orbital gap (alpha / beta) = 7.06 / 7.05 eV

=====

# 3
DFT (ωB97M-V with the def2-TZVPD basis set) results for a molecular structure, C30H90AlAs2F12N15O5P5 in a non-equilibrium geometry.

ORCA input file:
```
! RIJCOSX wB97M-V def2-TZVPD def2/J DEFGRID3
* xyz 1 1
Al 16.2641 13.7705 21.2562
As 15.7838 17.3201 22.1065
F 18.0222 13.8330 21.7872
F 15.7196 17.0609 23.9684
F 14.0084 17.8542 22.0594
F 17.5688 17.1253 21.8180
F 14.8138 15.5920 21.8918
F 16.1660 18.7281 21.1417
As 15.2948 12.3090 14.9323
F 15.9430 13.8293 19.3850
F 15.9812 10.7696 14.8931
F 13.8930 12.2040 13.9378
F 14.8640 13.9263 15.4662
F 16.0693 12.8487 13.5592
F 14.3986 11.8360 16.4406
O 13.7642 8.1421 9.1118
P 14.6781 8.3232 10.2834
N 15.9491 7.3056 10.2071
C 16.6699 6.7568 11.3532
C 16.1754 6.5912 8.9271
N 14.0326 8.2077 11.8353
C 13.4615 9.4316 12.3748
C 13.2265 7.0257 12.0542
N 15.3101 9.8246 10.2145
C 16.6379 10.1943 10.6548
C 14.4824 10.8647 9.6105
H 17.7222 6.7163 11.0714
H 16.3659 5.7036 11.4643
H 16.5135 7.2514 12.3005
H 17.2148 6.4868 8.7614
H 15.7593 7.0942 8.0943
H 15.6753 5.5903 9.0520
H 12.4954 9.5946 11.8837
H 13.2468 9.2595 13.4175
H 14.1145 10.3310 12.1670
H 12.1566 7.1857 11.7775
H 13.4691 6.2597 11.2630
H 13.3504 6.5790 13.0763
H 17.2450 9.3623 11.0707
H 17.0878 10.6291 9.7631
H 16.6146 11.0496 11.3435
H 13.5827 10.4178 9.1320
H 15.1635 11.3244 8.8349
H 14.1658 11.5804 10.3491
O 10.1796 14.9640 17.5659
P 10.1208 15.6665 16.2227
N 9.3099 14.8129 15.1010
C 8.4420 15.4671 14.1227
C 9.7470 13.5395 14.5462
N 11.5751 16.0270 15.5399
C 12.7555 16.3610 16.3552
C 11.9339 15.9740 14.1427
N 9.3769 17.0962 16.4767
C 9.7017 18.2988 15.7146
C 8.2875 17.1888 17.3832
H 8.1419 16.5021 14.3329
H 7.6145 14.7852 13.9459
H 9.0425 15.5031 13.1739
H 10.2085 12.9721 15.3555
H 10.5007 13.6241 13.7509
H 8.9445 12.9513 14.0844
H 12.6730 17.4511 16.5303
H 12.7507 15.8342 17.2891
H 13.6574 16.0682 15.8462
H 11.0349 15.8940 13.5651
H 12.4326 16.8272 13.7681
H 12.5936 15.0638 14.0156
H 10.7709 18.5983 15.7842
H 9.3354 18.2642 14.6893
H 9.2111 19.1281 16.2018
H 8.3079 18.1001 17.9993
H 8.1660 16.3247 18.0115
H 7.3253 17.1349 16.8362
O 20.6347 11.7771 18.8085
P 20.5837 10.5034 18.0884
N 19.1734 9.6804 18.3240
C 18.1784 9.6090 17.2038
C 18.6577 9.6389 19.7264
N 21.7926 9.3560 18.4801
C 21.6939 7.9249 18.6389
C 23.1663 9.7765 18.4096
N 20.7849 10.7774 16.4814
C 20.8826 12.1810 16.0259
C 21.2724 9.7546 15.6152
H 17.6274 10.5281 17.1537
H 17.5121 8.8241 17.5244
H 18.6906 9.2201 16.3572
H 18.5174 8.5600 19.9975
H 17.7403 10.2560 19.8655
H 19.4928 9.9530 20.3874
H 22.3827 7.6492 19.4483
H 20.6754 7.6101 18.8820
H 22.0864 7.3481 17.7290
H 23.6164 9.4833 17.4285
H 23.3260 10.8410 18.4434
H 23.6865 9.3846 19.2874
H 20.0215 12.7361 16.4244
H 21.8175 12.6481 16.3541
H 20.9248 12.2742 14.8840
H 22.2668 9.3635 15.7990
H 21.2738 10.0571 14.5633
H 20.6530 8.8548 15.6372
O 16.7145 17.2582 16.4843
P 17.6076 17.7562 15.4689
N 16.8113 17.7711 13.8965
C 16.3896 16.3295 13.6140
C 15.8816 18.7976 13.4438
N 18.9528 16.8804 15.3158
C 19.2009 15.9054 16.3402
C 19.3190 16.4508 13.9589
N 18.0908 19.3675 15.6885
C 19.1673 19.8599 14.8496
C 18.0792 19.7790 17.0605
H 15.3466 16.1939 13.6610
H 16.7772 15.7208 14.4297
H 16.6783 16.0100 12.6013
H 15.8014 19.4898 14.2320
H 14.8475 18.3746 13.3718
H 16.1418 19.2123 12.4516
H 18.9376 16.2897 17.3991
H 18.6471 14.9865 16.2201
H 20.3072 15.7088 16.2529
H 18.8380 15.4804 13.8295
H 18.8263 17.1358 13.2695
H 20.4090 16.4303 13.7675
H 19.0857 20.9051 14.5963
H 20.1258 19.6559 15.3211
H 19.1880 19.2630 13.9336
H 17.9155 20.8488 17.0400
H 18.9585 19.4940 17.6671
H 17.2972 19.2748 17.6156
O 15.0103 12.5947 21.8056
P 13.7387 12.0719 21.0354
N 13.8659 10.7632 20.0574
C 14.7449 10.8636 18.7981
C 14.0658 9.5315 20.8427
N 12.9545 13.2414 19.5640
C 12.0332 12.7599 18.6192
C 13.2685 14.5960 19.4349
N 12.5539 11.7768 22.0576
C 11.2186 11.2917 22.0208
C 13.0135 12.2102 23.4745
H 14.4385 10.2667 17.9720
H 15.7692 10.5537 19.0009
H 14.6745 11.9132 18.4538
H 14.1223 9.6828 21.9295
H 15.0924 9.1398 20.6667
H 13.4782 8.7583 20.4229
H 11.8797 11.6716 18.7263
H 11.1885 13.4857 18.5281
H 12.2728 12.9108 17.5314
H 12.7558 14.8968 18.4697
H 13.1769 15.2742 20.2801
H 14.4547 14.5931 19.2223
H 10.6647 11.7124 21.1920
H 11.0893 10.1841 22.0189
H 10.7642 11.7212 22.9232
H 12.3469 11.6157 24.1398
H 12.7697 13.3195 23.5742
H 14.0326 11.9196 23.6315
*
```

HOMO level = -9.9 eV
Max |F| = 7.20 eV/Å
Orbital gap = 2.86 eV

=====

# 4
DFT (ωB97M-V with the def2-TZVPD basis set) results for a molecular structure, C37H43N7SYb.

ORCA input file:
```
! RIJCOSX wB97M-V def2-TZVPD def2/J DEFGRID3
* xyz 1 2
Yb -0.0699 0.3924 -0.3538
C -2.5527 2.8165 -0.6823
C -1.8021 3.7168 -1.6468
C -0.2922 3.6443 -1.4667
N 0.2466 2.3153 -1.7732
C 1.0566 2.1328 -2.7775
C 1.5230 3.1817 -3.6527
C 1.9547 3.1323 -4.9446
C 2.1934 2.0258 -5.7826
C 2.3069 0.7408 -5.3462
C 2.1932 0.2327 -4.0376
C 1.7089 0.7882 -2.8667
N 1.7791 0.1389 -1.6774
C 3.0019 -0.5770 -1.3746
C 3.6434 -0.0094 -0.1165
C 2.9070 -0.2391 1.1951
N 1.6149 0.4274 1.2884
C 1.2288 0.8015 2.5102
C 1.8264 0.3287 3.6942
C 1.7181 0.7189 5.0330
C 1.0582 1.7828 5.5957
C 0.2611 2.6814 4.8814
C -0.1847 2.6182 3.5863
C -0.0055 1.6346 2.5631
N -0.8468 1.4823 1.5702
C -2.2013 2.0257 1.6985
C -2.4521 3.2242 0.7944
H -2.1771 1.7976 -0.8225
H -3.6006 2.7358 -0.9771
H -2.1151 4.7541 -1.4924
H -2.0474 3.4625 -2.6807
H -0.0309 3.8705 -0.4291
H 0.1592 4.4274 -2.0657
H 1.4664 4.1779 -3.2432
H 2.1361 4.1041 -5.3925
H 2.3859 2.2252 -6.8284
H 2.5743 0.0026 -6.0950
H 2.4781 -0.8091 -3.9337
H 3.7127 -0.4942 -2.2021
H 2.8428 -1.6606 -1.2370
H 3.7677 1.0672 -0.2637
H 4.6486 -0.4324 -0.0051
H 3.5622 0.1095 1.9983
H 2.7996 -1.3265 1.3624
H 2.4919 -0.5100 3.5415
H 2.2921 0.1072 5.7226
H 1.1881 1.9592 6.6550
H -0.0914 3.5441 5.4376
H -0.8363 3.4305 3.2884
H -2.4299 2.2509 2.7409
H -2.8926 1.2263 1.4027
H -1.6515 3.9550 0.9400
H -3.3764 3.7179 1.1017
S -4.3420 -1.7008 0.8391
C -3.6136 -1.5463 2.4007
C -4.2057 -1.6282 3.6612
C -3.3933 -1.4780 4.7670
C -2.0135 -1.2735 4.6232
C -1.4336 -1.1995 3.3740
C -2.2485 -1.3120 2.2485
N -1.8027 -1.2620 0.9247
C -2.7859 -1.4848 0.0987
C -2.6078 -1.5227 -1.3704
C -3.5171 -2.2241 -2.1638
C -3.3212 -2.2753 -3.5351
C -2.2266 -1.6192 -4.0880
C -1.3386 -0.9244 -3.2706
C -1.4895 -0.8526 -1.8795
H -5.2672 -1.8052 3.7716
H -3.8255 -1.5270 5.7574
H -1.3912 -1.1693 5.5029
H -0.3676 -1.0583 3.2647
H -4.3640 -2.7394 -1.7219
H -4.0138 -2.8190 -4.1642
H -2.0717 -1.6408 -5.1606
H -0.5066 -0.4174 -3.7509
N 2.7049 -5.3540 0.6958
C 2.1950 -3.9615 0.3485
C 1.3217 -4.0223 -0.8952
N 0.5410 -2.8094 -0.9851
H 3.2777 -5.3458 1.5412
H 3.2751 -5.7415 -0.0590
H 1.9273 -5.9990 0.8516
H 3.0829 -3.3454 0.2280
H 1.6258 -3.6121 1.2069
H 0.6343 -4.8688 -0.7849
H 1.9384 -4.2279 -1.7787
H -0.3955 -2.9739 -1.3322
H 0.9472 -2.1099 -1.5999
*
```

HOMO level (alpha / beta) = -9.0 / -9.0 eV
Max |F| = 0.43 eV/Å
Orbital gap (alpha / beta) = 5.50 / 5.51 eV

=====

# 5
DFT (ωB97M-V with the def2-TZVPD basis set) results for 2 unconnected molecules or ions with the total composition C5H11NOS in a non-equilibrium geometry.

ORCA input file:
```
! RIJCOSX wB97M-V def2-TZVPD def2/J DEFGRID3
* xyz 0 1
C -0.2134 2.6369 1.1013
C 0.7730 -1.7480 -0.8603
C -1.3831 -0.3126 -0.5190
C 0.8901 0.7434 -0.9100
C 0.1256 -0.4349 -0.2373
N -1.1322 3.3362 1.2095
O 0.5938 -1.8767 1.9587
S 0.4410 -0.3372 1.6397
H 0.7734 -2.1966 2.8765
H 1.8028 -1.8555 -0.3969
H 0.2053 -2.7238 -0.7556
H 1.0048 -1.5675 -1.9576
H -1.7840 -1.2817 -0.4291
H -1.6424 0.2210 -1.4869
H -1.7306 0.3779 0.2729
H 0.7978 0.8793 -2.0074
H 0.3474 1.5924 -0.5403
H 1.9963 0.7162 -0.6124
H -1.8656 3.8312 1.6543
*
```

HOMO level = -7.5 eV
Relative energy (zero: lowest compared OMol25 entry of this formula, charge and spin) = 407.3 kJ/mol
Max |F| = 4.40 eV/Å
Orbital gap = 8.15 eV

=====

# 6
DFT (ωB97M-V with the def2-TZVPD basis set) results for 2 unconnected molecules or ions with the total composition C3H6OS in a non-equilibrium geometry.

ORCA input file:
```
! RIJCOSX wB97M-V def2-TZVPD def2/J DEFGRID3
* xyz 0 1
C 0.4946 -0.8101 -0.0990
C -0.2233 -1.7686 -0.0026
C 1.6160 0.1138 -0.2839
O -2.7832 -1.1421 0.0005
S -2.8103 0.3008 -0.1148
H -1.7721 0.6585 -0.8978
H -1.0750 -2.3456 0.1945
H 1.3633 0.7682 0.5599
H 2.4267 -0.4619 -0.0249
H 1.4783 0.6496 -1.3359
H -2.0796 0.8114 0.8798
*
```

HOMO level = -9.6 eV
Relative energy (zero: lowest compared OMol25 entry of this formula, charge and spin) = 423.4 kJ/mol
Max |F| = 4.61 eV/Å
Orbital gap = 10.09 eV

=====

# 7
DFT (ωB97M-V with the def2-TZVPD basis set) results for 9 unconnected molecules or ions with the total composition C23H40BN9O3 in a non-equilibrium geometry.

ORCA input file:
```
! RIJCOSX wB97M-V def2-TZVPD def2/J DEFGRID3
* xyz 0 1
C 1.7451 -0.8830 1.8126
C 1.3260 -1.0852 0.2374
C 1.1894 0.3073 -0.6177
N 0.3073 1.3594 0.0172
C -1.1653 1.1057 -0.2165
O -1.7671 2.4056 -0.6070
C -1.3299 3.4950 0.2792
O -2.2676 4.1030 1.0455
B -1.9610 0.4688 1.0739
O -1.5876 0.9987 2.4325
C -3.1474 -0.6689 1.0359
C -3.4100 -1.3507 -0.4340
H 2.6165 -0.0695 1.8428
H 2.1354 -1.8481 2.3481
H 0.8065 -0.4435 2.3623
H 2.1631 -1.7362 -0.2954
H 0.3475 -1.7570 0.2247
H 0.7825 -0.0061 -1.6955
H 2.2981 0.7064 -0.7975
H 0.5392 1.5403 1.0183
H -1.3112 0.3967 -1.1658
H -0.2369 3.9260 0.3406
H -2.4453 1.1392 2.9659
H -2.8557 -1.5625 1.7669
H -4.1379 -0.1641 1.4115
H -2.6891 -2.2761 -0.6559
H -3.4510 -0.5855 -1.3269
H -4.5005 -1.8335 -0.3816
C 5.6083 0.9825 -0.8418
C 5.2762 0.3900 0.4646
N 5.0138 -0.0782 1.4968
H 6.6906 1.0258 -1.0031
H 5.1810 0.4048 -1.6684
H 5.2269 2.0052 -0.9309
C -4.1442 -3.9813 3.8763
C -4.0110 -4.3972 2.4701
N -3.9057 -4.7258 1.3591
H -3.5014 -3.1253 4.1077
H -5.1718 -3.6882 4.1158
H -3.8692 -4.7876 4.5645
C -1.3022 -1.3883 -4.4242
C 0.0113 -1.6951 -3.8337
N 1.0491 -1.9375 -3.3672
H -1.3949 -1.7933 -5.4375
H -2.1207 -1.8101 -3.8312
H -1.4738 -0.3088 -4.4904
C -0.4452 -2.2647 6.1834
C -1.7473 -2.8825 6.4854
N -2.7760 -3.3706 6.7239
H 0.1879 -2.9276 5.5843
H -0.5607 -1.3322 5.6208
H 0.1102 -2.0249 7.0963
C 0.2439 4.1919 -3.3329
C 1.4166 3.4835 -2.7933
N 2.3431 2.9239 -2.3669
H -0.6702 3.9354 -2.7872
H 0.3638 5.2787 -3.2704
H 0.0718 3.9456 -4.3860
C 0.0277 -6.2444 5.0415
C 0.9446 -5.0948 4.9646
N 1.6690 -4.1866 4.9038
H -1.0078 -5.9502 4.8404
H 0.2904 -7.0206 4.3149
H 0.0450 -6.7100 6.0325
C -2.2685 3.1823 -7.1974
C -1.6683 2.1425 -6.3449
N -1.1940 1.3210 -5.6715
H -1.7055 4.1203 -7.1485
H -2.2973 2.8767 -8.2486
H -3.2976 3.4068 -6.8976
C 4.8423 5.7930 -2.3232
C 5.7148 4.6072 -2.3512
N 6.4042 3.6704 -2.3733
H 5.1980 6.5732 -3.0044
H 3.8169 5.5477 -2.6196
H 4.7927 6.2353 -1.3226
*
```

HOMO level = -8.7 eV
Max |F| = 8.77 eV/Å
Orbital gap = 8.79 eV

=====

# 8
DFT (ωB97M-V with the def2-TZVPD basis set) results for a gas-phase ion, C5H12NO (charge -1) in a non-equilibrium geometry.

ORCA input file:
```
! RIJCOSX wB97M-V def2-TZVPD def2/J DEFGRID3
* xyz -1 1
C -0.0437 -1.7434 -1.7312
C -0.1907 -1.0190 -0.3765
N 0.1000 0.3842 -0.5285
C 1.5134 0.6325 -0.1555
C -0.7647 1.3019 0.2147
C -0.7669 0.9730 1.8940
O -0.3218 2.0015 2.5938
H 0.9425 -2.2163 -1.8616
H -0.2847 -1.0773 -2.5553
H -0.6631 -2.6556 -1.8168
H -1.2249 -1.2357 -0.0664
H 0.3873 -1.4959 0.4330
H 2.0988 -0.2470 -0.4266
H 1.7002 0.7311 0.9260
H 1.8519 1.5088 -0.6932
H -0.5591 2.3636 0.1380
H -1.8007 1.0543 -0.0412
H -0.1439 0.0552 1.9759
H -1.8298 0.6840 2.0774
*
```

HOMO level = -1.9 eV
Relative energy (zero: lowest compared OMol25 entry of this formula, charge and spin) = 146.8 kJ/mol
Max |F| = 3.54 eV/Å
Orbital gap = 5.66 eV

=====

# 9
DFT (ωB97M-V with the def2-TZVPD basis set) results for 2 unconnected molecules or ions with the total composition C4H6N2O.

ORCA input file:
```
! RIJCOSX wB97M-V def2-TZVPD def2/J DEFGRID3
* xyz 0 1
N -1.8527 1.0357 -0.5458
C -0.5896 0.5369 -0.3832
C -0.2277 -0.8435 -0.6688
O -0.6071 -1.7140 0.2246
N 1.1675 -0.9019 -0.7632
C 1.4539 -0.0760 0.3640
C 0.4889 0.9917 0.3306
H -2.5616 0.3254 -0.6806
H -2.1342 1.7672 0.0918
H 0.3575 -1.2247 1.0672
H 1.4730 -1.8620 -0.6448
H 2.4881 0.0804 0.6654
H 0.5439 1.8847 0.9428
*
```

HOMO level = -7.8 eV
Relative energy (zero: lowest compared OMol25 entry of this formula, charge and spin) = 471.7 kJ/mol
Max |F| = 0.48 eV/Å
Orbital gap = 8.13 eV

=====

Question: Which formula does entry 9 have?
Answer: C4H6N2O